One molecule with the formula CH2F3P in a non-equilibrium geometry, computed with ωB97M-V/def2-TZVPD.

Properties
F_max = 7.29 eV Å⁻¹
relative energy (zero: lowest compared OMol25 entry of this formula, charge and spin) = 0.286 eV
total energy = -18511.5278 eV
LUMO energy = 0.555 eV
HOMO-LUMO gap = 0.374 Eh

Last column: Löwdin charge in e.
Positions of all 7 atoms, in Å:
C1 -1.193 -0.029 -0.246  -0.17
F1 1.342 1.097 -0.762  -0.16
F2 1.436 0.374 1.305  -0.16
F3 1.218 -1.311 -0.421  -0.12
P1 0.497 0.009 0.060  0.66
H1 -1.428 -0.957 -0.088  -0.10
H2 -1.872 0.818 0.152  0.05

=====

One molecule with the formula CH2FIO2S in a non-equilibrium geometry, computed with ωB97M-V/def2-TZVPD.

Properties
F_max = 4.99 eV Å⁻¹
relative energy (zero: lowest compared OMol25 entry of this formula, charge and spin) = 0.876 eV
total energy = -26812.9009 eV
LUMO energy (spin up / spin down) = 0.347 / -4.440 eV
2S+1 = 3
HOMO-LUMO gap (spin up / spin down) = 0.261 / 0.230 Eh

Last column: Löwdin spin population.
Positions of all 8 atoms, in Å:
C1 0.040 0.358 -0.894  0.06
O1 0.400 0.826 1.712  0.15
O2 1.053 -1.394 0.851  0.15
F1 1.269 0.822 -1.166  0.02
S1 0.189 -0.266 0.827  0.32
I1 -2.068 -1.055 1.156  1.30
H1 -0.202 -0.468 -1.562  0.00
H2 -0.680 1.177 -0.924  0.00

=====

A 2-piece molecular cluster, CH2FN overall in a non-equilibrium geometry, computed with ωB97M-V/def2-TZVPD.

Properties
F_max = 5.14 eV Å⁻¹
relative energy (zero: lowest compared OMol25 entry of this formula, charge and spin) = 4.496 eV
total energy = -5271.7697 eV
LUMO energy = -0.447 eV
HOMO-LUMO gap = 0.394 Eh

Last column: Löwdin charge in e.
Positions of all 5 atoms, in Å:
C1 0.119 -0.022 0.301  -0.09
N1 0.026 -0.232 -0.905  -0.04
F1 -0.533 0.859 -1.626  -0.12
H1 0.557 -1.380 1.268  0.22
H2 -0.169 0.774 0.963  0.04

=====

An isolated ion of composition CH2FN2OS and charge -1 in a non-equilibrium geometry, computed with ωB97M-V/def2-TZVPD.

Properties
F_max = 4.28 eV Å⁻¹
relative energy (zero: lowest compared OMol25 entry of this formula, charge and spin) = 0.476 eV
total energy = -19647.9694 eV
LUMO energy = 4.121 eV
charge = -1
HOMO-LUMO gap = 0.289 Eh

Last column: Löwdin charge in e.
Positions of all 8 atoms, in Å:
C1 0.909 0.376 -0.312  -0.33
N1 -0.007 -0.684 -0.338  -0.07
N2 -1.093 -0.489 0.398  -0.88
O1 -1.385 0.631 0.903  -0.20
F1 2.202 0.109 0.123  -0.08
S1 -2.070 -1.804 0.507  0.38
H1 0.295 1.137 0.124  0.07
H2 1.149 0.724 -1.405  0.12

=====

A 2-piece molecular cluster, CH2FN5 overall in a non-equilibrium geometry, computed with ωB97M-V/def2-TZVPD.

Properties
F_max = 5.00 eV Å⁻¹
relative energy (zero: lowest compared OMol25 entry of this formula, charge and spin) = 3.176 eV
total energy = -11228.7468 eV
LUMO energy (spin up / spin down) = -2.966 / -2.931 eV
HOMO-LUMO gap (spin up / spin down) = 0.263 / 0.264 Eh

Last column: Löwdin charge in e.
Positions of all 9 atoms, in Å:
C1 -2.698 -3.733 1.068  -0.36
N1 -3.483 -4.553 0.876  0.13
N2 -1.733 -2.970 1.487  0.06
N3 -1.296 -1.937 0.973  -0.02
N4 -0.142 0.472 0.012  0.24
N5 -0.408 -1.196 1.031  0.03
F1 0.735 -0.995 2.122  -0.17
H1 0.103 0.052 -0.878  0.04
H2 0.693 0.757 0.514  0.03

=====

One molecule with the formula CH2FNO in a non-equilibrium geometry, computed with ωB97M-V/def2-TZVPD.

Properties
F_max = 6.02 eV Å⁻¹
relative energy (zero: lowest compared OMol25 entry of this formula, charge and spin) = 3.255 eV
total energy = -7317.3927 eV
LUMO energy (spin up / spin down) = 1.123 / -1.209 eV
2S+1 = 3
HOMO-LUMO gap (spin up / spin down) = 0.317 / 0.394 Eh

Last column: Löwdin spin population.
Positions of all 6 atoms, in Å:
C1 0.996 -0.057 0.002  0.70
N1 -1.314 0.595 0.000  0.73
O1 -0.281 -0.228 0.004  0.37
F1 -2.408 -0.260 -0.004  0.10
H1 1.556 -0.971 0.002  0.05
H2 1.451 0.921 -0.005  0.05

=====

> What is the relative energy (zero: lowest compared OMol25 entry of this formula, charge and spin) in the fifth record?

3.176 eV

=====

> Look up the relative energy (zero: lowest compared OMol25 entry of this formula, charge and spin) of the third one.

4.496 eV

=====

> relative energy (zero: lowest compared OMol25 entry of this formula, charge and spin) of number 6 (CH2FNO)?

3.255 eV

=====

> total energy of number 2 (CH2FIO2S)?

-26812.9009 eV